# 1
Below is an isolated molecule of C9H6Br2 in a non-equilibrium geometry, with properties calculated with ωB97M-V/def2-TZVPD.

```
17
Properties=species:S:1:pos:R:3
C -1.7531 -1.6184 -0.0718
C -2.3292 -0.3820 0.0922
C -0.3546 -1.7298 -0.2660
C -1.5138 0.7487 0.0577
C 0.4586 -0.6415 -0.0019
C -0.1537 0.6608 0.0215
C 1.8356 -0.5947 0.0899
C 2.2303 1.0276 0.0771
C 0.8902 1.7347 0.0522
Br 3.0128 -1.9060 -0.1218
Br 3.9021 1.6568 0.1874
H -2.3563 -2.6080 -0.1395
H -3.4286 -0.1237 0.2445
H -0.0511 -2.7463 -0.4285
H -2.0589 1.7555 0.0114
H 0.6944 2.3143 -0.7748
H 0.9753 2.4519 0.9703
```

Computed properties:
electronic energy	-149512.4402	eV
structure (SMILES)	BrC1=C(Br)c2ccccc2C1
largest force on an atom	9.1	eV/Å
HOMO level (spin up / spin down)	-0.272 / -0.276	hartree

# 2
Below is a cluster of 2 separate species, C9H6Cl4F3N2O2 in total in a non-equilibrium geometry, with properties calculated with ωB97M-V/def2-TZVPD.

```
26
Properties=species:S:1:pos:R:3
O -2.0593 0.4023 0.2726
C -1.2219 1.1773 0.7735
O -1.5325 2.2453 1.4014
C 0.3037 0.6880 0.6087
Cl 1.4913 2.0604 0.4687
N 0.3935 -0.3470 -0.4415
C 1.3707 -1.3947 -0.1050
C 0.9503 -2.7543 -0.3975
C 1.8893 -3.8266 -0.0380
C 3.1582 -3.4308 0.5911
C 3.3842 -2.0062 0.7647
N 2.5462 -0.9898 0.4372
C 0.6217 0.1739 -1.7571
F 0.1811 -0.8059 -2.6615
F 1.9619 0.3417 -2.0826
F -0.1068 1.2765 -2.0520
H 0.5348 0.1704 1.5802
H -0.0346 -2.9896 -0.8650
H 1.6073 -4.8807 -0.2454
H 3.8556 -4.2396 0.8905
H 4.3653 -1.7125 1.2214
C -4.6534 4.1330 0.4043
Cl -5.9440 2.9271 0.3310
Cl -3.8445 4.2736 -1.1553
Cl -5.2986 5.7028 0.9179
H -3.9194 3.8054 1.1378
```

Computed properties:
charge	-1
electronic energy	-74749.1023	eV
largest force on an atom	2.9	eV/Å
HOMO level	-0.170	hartree

# 3
Below is a structure of composition C9H6ClNO5STl in a non-equilibrium geometry, with properties calculated with ωB97M-V/def2-TZVPD.

```
24
Properties=species:S:1:pos:R:3
Tl -2.0126 2.4892 2.4043
O 3.1176 -1.2336 1.3531
S 3.6981 0.0653 2.2170
O 3.7881 0.6836 0.6735
N 2.4192 0.7205 2.7993
C 1.3114 0.8334 2.0368
O 0.2664 1.3370 2.4320
C 1.4414 0.2987 0.6519
C 0.4452 0.3137 -0.2847
C 0.6694 -0.2142 -1.5623
C 1.9138 -0.7737 -1.9221
C 2.9476 -0.8232 -1.0448
C 2.7892 -0.2832 0.3265
H -0.5176 0.7363 -0.0268
H -0.1257 -0.1895 -2.2923
H 2.0425 -1.1759 -2.9154
H 3.9147 -1.2333 -1.2907
Cl -4.3709 0.0615 -2.4180
C -3.9600 -0.7489 -0.9423
C -4.0497 0.3856 0.2793
O -5.1759 0.6256 0.6047
O -2.9277 0.7611 0.6043
H -2.9354 -1.1113 -0.9665
H -4.6891 -1.5247 -0.7170
```

Computed properties:
charge	+1
energy above the lowest of the compared OMol25 structures with the same formula, charge and spin	15.9	kJ/mol
electronic energy	-49197.9162	eV
largest force on an atom	2.0	eV/Å
HOMO level (spin up / spin down)	-0.484 / -0.424	hartree

# 4
Below is a structure of composition C9H6F15N2O15S5Zn3 in a non-equilibrium geometry, with properties calculated with ωB97M-V/def2-TZVPD.

```
55
Properties=species:S:1:pos:R:3
Zn 2.0031 0.8063 0.8774
Zn -3.0137 0.0488 1.7916
Zn -1.3197 2.6128 -1.7712
C 4.2186 -2.8407 0.1671
F 3.6684 -3.4743 1.2013
F 5.3129 -3.4786 -0.2216
F 3.3483 -2.8301 -0.8639
S 4.6721 -1.0960 0.6029
O 5.1388 -1.1516 1.9518
O 5.6105 -0.6689 -0.3697
O 3.3475 -0.4141 0.4424
C -0.5333 -2.0159 -1.4748
F -1.5311 -2.0989 -2.3363
F -0.6970 -3.0312 -0.6181
F 0.6201 -2.0213 -2.0769
S -0.7188 -0.4603 -0.5023
O -1.9471 -0.6359 0.2582
O 0.4436 -0.3599 0.3457
O -0.7962 0.6381 -1.4358
C -0.5981 4.0850 2.6932
F -0.4144 3.6088 3.9056
F -1.7167 4.7747 2.5812
F 0.4260 4.8367 2.3496
S -0.6313 2.6779 1.4914
O 0.7034 2.1065 1.6146
O -1.7311 1.7835 1.7991
O -0.8146 3.2575 0.1769
C 2.6548 2.0114 -3.4026
F 3.8081 1.4830 -3.0395
F 2.8753 2.9920 -4.2700
F 1.8571 1.0893 -3.9269
S 1.8440 2.7686 -1.9236
O 0.4491 2.9902 -2.3914
O 1.9041 1.6904 -0.9335
O 2.5228 3.9552 -1.5668
C -4.7427 3.6434 0.4554
F -3.9771 3.7895 1.5242
F -6.0121 3.7216 0.7698
F -4.4541 4.5784 -0.4507
S -4.3991 2.0179 -0.3561
O -3.0522 2.1550 -0.9334
O -4.3118 1.0669 0.7783
O -5.4256 1.7914 -1.2887
C 0.2013 -5.3494 -3.0068
C 0.9945 -5.9787 -4.0606
N 1.6356 -6.4595 -4.8830
H -0.2172 -6.1288 -2.3698
H -0.6170 -4.8068 -3.4769
H 0.8307 -4.7170 -2.3863
C -1.1276 -2.4577 5.1639
C -1.4982 -1.6239 4.0361
N -1.7926 -0.9622 3.1451
H -1.1194 -1.8160 6.0412
H -0.1070 -2.7779 4.9350
H -1.7738 -3.3249 5.2382
```

Computed properties:
charge	+1
electronic energy	-283311.6771	eV
largest force on an atom	1.7	eV/Å
HOMO level	-0.463	hartree